(1)
The following is a DFT calculation (ωB97M-V/def2-TZVPD) of 7 unconnected molecules or ions with the total composition C25H72F3N6O9S.

Geometry as XYZ:
```
116
Properties=species:S:1:pos:R:3:forces:R:3
C -4.68507 4.56525 1.25447 -0.222 0.329 0.527
C -5.30991 3.53495 2.25620 1.394 0.698 -2.143
C -4.40881 2.22910 2.29249 -0.962 1.267 0.813
O -4.97633 1.50306 3.29341 -0.797 -1.837 1.961
C -4.41813 0.17823 3.51486 -0.728 0.262 -0.706
N -5.48810 4.22821 3.63278 0.519 -0.492 -1.564
H -6.29629 3.91042 4.14846 0.043 -0.788 0.480
H -4.61334 4.14455 4.13068 0.103 -0.135 0.751
H -5.66940 5.20908 3.47429 0.137 0.602 -0.192
H -5.32413 5.44487 1.17708 -0.144 0.035 -0.047
H -4.57698 4.18316 0.23937 -0.296 -0.422 0.186
H -3.69463 4.94996 1.49763 0.090 -0.275 0.469
H -6.33072 3.41663 1.89284 0.113 -0.755 0.249
H -3.38507 2.46014 2.58689 0.403 0.526 -0.318
H -4.37216 1.64720 1.37153 -0.248 0.523 -0.566
H -4.74246 -0.47546 2.70516 0.226 0.054 -0.378
H -4.89274 -0.27010 4.38770 0.404 0.528 0.269
H -3.32902 0.21810 3.53316 -0.033 -0.067 0.331
C -11.58513 -1.12896 1.14013 0.112 1.231 -0.730
C -10.50286 -0.50850 0.17496 -1.892 -0.516 0.985
C -9.40870 -1.47815 -0.10136 -0.019 -1.422 0.073
O -8.67530 -1.25879 -1.30347 -0.661 1.223 1.182
C -7.82733 -2.33908 -1.58758 0.946 -0.925 0.046
N -11.20765 -0.24162 -1.14094 1.135 0.738 -0.341
H -10.74300 0.59367 -1.46727 -0.325 0.650 -0.518
H -10.93342 -0.90919 -1.84751 0.008 -0.815 -0.235
H -12.20948 -0.11530 -1.16303 -0.468 0.067 0.402
H -11.25452 -1.41635 2.13824 0.443 -0.511 -0.437
H -12.13270 -1.88100 0.57204 0.228 -0.481 0.464
H -12.32024 -0.35975 1.37680 -0.068 0.246 -0.198
H -10.19784 0.46658 0.55480 0.232 -0.094 -0.152
H -9.85231 -2.47135 -0.17102 -0.455 -0.263 -0.342
H -8.92191 -1.60293 0.86588 1.237 0.460 -0.173
H -7.01037 -2.43897 -0.87296 -0.029 0.216 0.372
H -7.32406 -2.21503 -2.54646 -0.548 0.173 -0.112
H -8.37901 -3.27805 -1.54169 -0.088 -0.111 -0.315
C 6.31529 0.79362 -8.50888 -0.464 -0.421 -0.084
C 5.03695 0.34142 -7.79070 1.153 -1.460 0.078
C 4.24835 -0.80039 -8.51681 -0.749 0.427 -0.196
O 3.27864 -1.36570 -7.63740 0.317 3.029 0.281
C 2.72032 -2.58608 -7.97041 0.869 -2.237 -0.341
N 5.55484 -0.29642 -6.45929 -1.486 -0.275 -0.314
H 6.09305 -1.10329 -6.74104 0.998 -0.044 -0.049
H 6.00281 0.26337 -5.74790 0.754 0.569 -0.311
H 4.82157 -0.75514 -5.93775 -1.178 -0.109 0.024
H 6.79280 1.63732 -8.01063 -0.255 0.162 -0.147
H 6.05621 1.02971 -9.54099 0.222 0.226 0.043
H 7.05497 -0.00690 -8.52070 -0.055 -0.138 -0.176
H 4.39499 1.20475 -7.61568 -0.096 -0.365 0.542
H 4.75893 -1.59260 -9.06436 1.116 -0.220 0.707
H 3.83116 -0.29046 -9.38515 -0.750 0.325 0.028
H 2.28726 -2.74368 -8.95820 -0.194 0.840 -0.196
H 2.00070 -2.91428 -7.22040 0.143 0.380 0.068
H 3.58036 -3.25535 -7.94805 -0.227 -0.847 0.026
C -3.25940 3.25537 -6.29005 -0.933 -0.101 -0.944
C -2.55602 2.38923 -7.36513 0.728 1.068 0.520
C -1.88822 3.17005 -8.55945 0.346 -1.608 -0.657
O -1.24830 2.19742 -9.43573 -0.307 0.156 0.677
C -0.50935 2.80650 -10.52428 0.322 0.165 0.881
N -1.39698 1.81466 -6.60839 1.603 -0.030 -0.350
H -0.73655 2.52533 -6.32758 -0.242 0.998 0.688
H -1.61903 1.26572 -5.79019 -0.272 -0.400 0.201
H -0.75182 1.32835 -7.21451 -0.235 -1.208 -0.777
H -2.63460 4.05255 -5.88727 0.115 -0.020 -0.212
H -3.66717 2.67715 -5.46088 0.419 -0.392 0.039
H -4.17036 3.69097 -6.70052 0.201 0.292 -0.250
H -3.11019 1.49752 -7.65817 -0.295 0.420 -0.392
H -1.05818 3.78603 -8.21346 -0.261 0.570 0.488
H -2.60369 3.77299 -9.11861 -0.156 0.019 0.173
H -1.20019 3.40765 -11.11545 0.330 -0.199 -0.348
H 0.10190 2.07645 -11.05483 -1.087 -0.555 -0.302
H 0.32263 3.40188 -10.14820 -0.317 0.777 0.471
C 4.78472 -5.14583 12.61923 1.040 -0.046 1.103
C 5.42972 -5.40729 11.28766 -1.768 0.428 -0.635
C 4.28320 -5.62996 10.22733 1.099 -0.006 0.493
O 4.86770 -6.01889 9.04773 1.964 -0.799 -1.343
C 3.97330 -6.23981 7.94708 -0.697 0.277 1.145
N 6.35987 -4.25033 10.86823 -0.761 -0.437 -0.163
H 7.07412 -3.94880 11.51556 0.550 -0.732 0.662
H 6.78555 -4.53920 9.99908 0.294 0.127 -0.586
H 5.85882 -3.38286 10.73958 -0.708 0.190 -0.504
H 5.53841 -4.74756 13.29850 0.155 -0.191 0.279
H 4.53010 -6.13428 13.00163 -0.381 0.243 0.228
H 3.96388 -4.43664 12.72587 -0.226 -0.235 -0.723
H 6.04254 -6.30789 11.32575 0.154 0.238 -0.094
H 3.66793 -4.74527 10.06342 -0.146 0.427 0.339
H 3.65177 -6.42075 10.63237 -0.192 -0.055 0.243
H 3.55400 -5.24126 7.82381 -0.748 -0.314 -0.759
H 3.26360 -7.00471 8.26230 -0.546 0.306 0.041
H 4.37108 -6.65534 7.02124 0.962 0.469 0.393
C 6.32349 5.28721 3.49125 -0.124 0.014 -0.993
C 6.33627 3.92185 2.70802 0.042 1.455 -0.539
C 6.94754 2.87672 3.60216 -0.212 -0.791 0.239
O 6.57365 1.55271 3.22417 0.543 0.664 0.956
C 7.13526 0.55893 4.13008 -0.604 -0.027 -0.133
N 4.92586 3.53247 2.23044 0.225 -0.521 1.578
H 4.88127 2.52729 2.14249 0.319 -0.924 -0.132
H 4.28743 3.72955 2.98785 -0.607 0.356 0.136
H 4.58166 3.91433 1.36107 0.213 0.620 -0.188
H 5.99133 5.26737 4.52921 -0.101 -0.697 -0.028
H 5.69515 6.04072 3.01635 -0.009 -0.070 -0.323
H 7.31711 5.73433 3.52105 0.119 -0.281 -0.173
H 6.83981 3.97117 1.74257 0.435 0.330 0.269
H 6.64462 3.15882 4.61050 -0.235 -0.645 0.395
H 8.03087 2.99716 3.59887 0.164 0.100 -0.263
H 6.90804 0.73323 5.18178 -0.592 0.427 0.003
H 8.22411 0.51025 4.14134 0.054 -0.001 -0.799
H 6.64504 -0.36750 3.83087 0.467 -0.025 0.012
C 1.72008 -3.94481 -0.14616 0.141 0.722 -0.222
F 0.67028 -4.48286 0.53832 1.432 0.464 -0.394
F 2.87115 -3.94461 0.60063 -1.533 0.264 -0.012
F 2.00885 -4.70182 -1.18977 -0.311 -0.694 -0.365
S 1.24779 -2.23010 -0.82980 -1.130 2.382 1.349
O 2.36907 -1.75301 -1.62548 0.351 -0.654 0.477
O 0.03503 -2.37059 -1.60405 -0.070 -1.180 -0.466
O 0.94436 -1.43245 0.37834 1.105 -0.892 -0.484
```
Forces are in eV/Å.

Output
Energy relative to the best compared isomer or geometry (same formula, charge and spin), kJ/mol: 241.6
Net charge: +5
Max |F|, eV/A: 3.06
E, eV: -73398.7723

(2)
The following is a DFT calculation (ωB97M-V/def2-TZVPD) of 11 unconnected molecules or ions with the total composition C25H72N8O11.

Geometry as XYZ:
```
116
Properties=species:S:1:pos:R:3:forces:R:3
C 0.17497 2.96813 -3.24389 -1.552 4.647 3.332
O -0.11903 4.07113 -2.42389 1.211 -5.161 -4.318
N -0.54703 2.51913 -4.29189 0.059 -1.418 -0.153
N 1.19897 2.20313 -2.94289 3.237 -0.551 2.354
H -0.51703 1.48713 -4.56089 0.261 1.897 0.265
H -1.29503 3.03213 -4.67689 -0.683 0.913 -0.102
H 1.73497 2.43113 -2.01289 -1.278 -0.641 -2.434
H 1.62897 1.46013 -3.51189 -0.861 0.891 0.205
C 3.30497 2.77313 0.08911 2.459 -5.067 3.410
O 3.72597 1.67713 0.75711 -1.486 4.318 -2.860
N 4.05497 3.80813 -0.09489 4.511 2.214 1.050
N 2.13497 2.87113 -0.42989 -4.790 -1.893 -0.122
H 4.87897 3.77313 0.48811 0.192 -0.120 -0.102
H 3.93897 4.74213 -0.45289 -1.099 -0.386 -0.288
H 1.47397 2.08913 -0.09689 0.850 1.436 -0.853
H 1.78097 3.79313 -0.68389 -0.382 -0.447 0.153
C 1.49597 -2.61087 1.31911 -4.005 2.736 -4.300
O 0.60497 -2.08587 0.35211 4.422 -2.554 4.095
N 2.79497 -2.38687 1.34611 0.236 -0.515 -0.361
N 0.94897 -3.27987 2.33011 -0.481 0.183 -0.326
H 3.22597 -1.98287 0.51911 0.201 0.298 0.768
H 3.34997 -2.63587 2.17111 -0.318 0.317 -0.815
H -0.06303 -3.19087 2.37811 0.019 -0.516 0.375
H 1.47297 -3.93887 2.84511 0.337 -0.747 0.476
C -4.01303 1.45313 -3.08189 -5.470 -1.845 3.149
O -5.35103 1.07813 -2.59189 7.335 2.386 -2.529
N -3.09803 2.17113 -2.39489 -0.424 0.319 1.200
N -3.60703 0.97713 -4.25489 -1.727 -1.011 -1.659
H -3.35803 2.47813 -1.43289 0.413 -0.435 -1.476
H -2.11303 2.30913 -2.71489 -1.539 -0.135 0.380
H -4.27703 0.42213 -4.79289 0.203 0.487 0.694
H -2.69303 0.92913 -4.63189 0.952 0.367 0.216
C -3.89903 -2.65087 2.72911 -2.572 0.467 0.700
C -2.59103 -2.92487 3.36211 -6.043 0.544 7.883
C -2.61303 -4.13887 4.26711 -0.734 0.432 1.227
O -1.65703 -3.05187 2.58011 6.973 -1.708 -10.260
H -4.34403 -3.57087 2.26411 0.596 0.762 -0.142
H -3.80003 -1.77787 2.02711 -0.427 -0.921 0.576
H -4.64603 -2.43287 3.57911 0.967 0.071 -1.418
H -2.35303 -2.08887 3.99611 -0.058 0.880 0.636
H -1.67003 -4.52487 4.58911 1.077 -0.173 -0.658
H -3.21603 -4.88187 3.82711 -0.571 -1.336 -0.523
H -3.01403 -3.92187 5.22711 -1.077 0.368 0.852
H -2.00803 -3.46187 1.73111 1.113 0.669 1.052
C 4.72797 -2.58287 -1.41589 1.978 -2.151 -0.097
C 4.54997 -1.10387 -1.25289 1.437 -2.634 -7.516
C 3.26397 -0.78487 -1.96289 -0.210 0.960 -1.030
O 4.52697 -0.76187 -0.04389 -0.227 1.376 7.380
H 4.98797 -2.91987 -2.44489 -0.295 0.650 0.441
H 3.83097 -3.15287 -1.16289 -0.016 0.072 0.231
H 5.60097 -2.97487 -0.80889 -1.024 0.449 -0.318
H 5.45297 -0.59587 -1.66589 -0.464 -0.297 -1.112
H 3.21597 -1.20387 -2.97689 0.124 0.244 0.118
H 3.18797 0.30413 -1.99189 -0.437 0.103 -0.190
H 2.42597 -1.18887 -1.40789 -0.259 -0.027 0.262
H 4.48297 0.19013 -0.07889 -0.465 1.248 1.492
C -0.30403 -0.82787 -3.23489 -2.018 -1.305 -0.334
C -0.45003 -1.01387 -4.71589 1.470 -6.327 2.379
C -1.57003 -1.83687 -5.18789 -3.595 -3.616 1.408
O -0.66903 0.05213 -5.35089 -0.270 9.386 -4.580
H 0.02497 -1.77487 -2.87789 0.524 -0.710 0.709
H -1.32203 -0.73987 -2.82689 0.313 0.558 0.193
H 0.35097 -0.06087 -2.92289 0.547 0.796 0.291
H 0.43897 -1.44787 -5.11689 1.279 -0.778 0.127
H -1.74503 -1.87187 -6.29589 0.883 -0.195 0.885
H -2.52603 -1.34987 -4.82889 0.940 -0.363 -0.172
H -1.63203 -2.87387 -4.68289 0.302 1.361 -1.213
H -0.22303 0.03213 -6.20389 -0.304 0.398 -0.044
C -5.47503 -2.47687 -2.44089 0.914 0.947 -1.163
C -3.97803 -2.26587 -2.51689 -2.918 7.129 3.116
C -3.33303 -2.00187 -1.15789 -0.672 1.465 0.188
O -3.25503 -3.18187 -2.98589 3.559 -7.370 -3.842
H -5.74803 -2.90687 -3.38289 -0.730 -0.708 -0.390
H -6.02603 -1.57187 -2.32589 -0.001 1.186 -0.320
H -5.76303 -2.97787 -1.58689 -0.517 -2.079 1.554
H -3.81103 -1.36287 -3.19089 -0.485 -0.059 1.031
H -3.64403 -1.01287 -0.78389 -0.392 -0.563 0.345
H -2.29503 -1.83787 -1.36589 0.843 -0.388 0.197
H -3.47403 -2.83487 -0.43889 -0.047 0.533 -0.424
H -3.59003 -3.44287 -3.85389 0.231 -0.302 0.039
C -1.76203 0.23213 1.16411 0.510 0.518 0.854
C -0.97003 0.89813 0.04411 -7.089 2.647 1.108
C -1.07103 2.42113 0.15311 1.406 -0.578 0.142
O 0.21197 0.51313 -0.14089 7.429 -0.502 -0.858
H -1.57103 -0.84087 1.18511 -0.061 -0.003 0.140
H -2.77103 0.43113 0.86511 -0.930 -0.168 0.243
H -1.60403 0.70013 2.16911 0.069 -0.493 -0.696
H -1.56303 0.66213 -0.82089 -0.806 -0.279 -1.000
H -1.06403 2.83713 -0.84289 -0.354 0.578 -0.008
H -0.14703 2.80713 0.61911 -0.534 -0.075 0.239
H -1.89903 2.66913 0.78411 -0.621 0.568 0.025
H 0.24897 -0.42987 -0.10389 0.873 -1.868 0.260
C 3.69197 4.52013 5.11511 -0.062 -0.353 -0.065
C 3.18897 3.56713 4.03411 -6.139 3.089 4.851
C 2.25097 4.25613 3.10611 -1.570 2.665 -2.185
O 4.04697 2.90213 3.40811 6.362 -3.341 -3.275
H 2.80697 4.90913 5.61211 0.021 -0.150 0.455
H 4.16997 5.40013 4.71811 0.495 0.263 -0.461
H 4.38597 4.02113 5.80911 -0.408 0.153 -0.144
H 2.51397 2.83613 4.55111 0.075 0.424 0.554
H 2.62397 5.27613 2.79011 0.024 -1.019 -0.028
H 1.28297 4.51013 3.49811 -0.447 0.136 1.102
H 1.85997 3.74213 2.18511 1.218 -0.169 0.671
H 3.48797 2.24913 3.01811 0.586 -1.415 -1.570
C 0.01297 0.56413 4.71511 0.881 0.927 0.552
C 0.70897 -0.28987 3.67911 -3.812 4.627 -3.257
C 1.67697 0.51313 2.89911 -0.883 3.454 -1.314
O 1.40997 -1.24387 4.07911 5.177 -7.842 5.680
H 0.68997 0.68013 5.57911 0.017 0.457 -0.377
H -0.82203 0.07113 5.14311 -1.159 -0.481 0.183
H -0.28803 1.55813 4.28111 0.297 -0.984 0.567
H -0.08003 -0.75387 3.09211 -0.582 0.741 -1.028
H 1.09297 1.32713 2.40311 0.739 -0.041 0.150
H 2.13797 -0.02087 2.10211 0.428 -0.526 -0.428
H 2.45897 0.96813 3.55511 -0.729 -0.664 -0.226
H 1.35297 -2.07787 3.58611 -0.465 0.692 0.158
```
Forces are in eV/Å.

Output
Structure (SMILES): NC(N)=O.NC(N)=O.NC(N)=O.NC(N)=O.CC(C)O.CC(C)O.CC(C)O.CC(C)O.CC(C)O.CC(C)O.CC(C)O
Energy relative to the best compared isomer or geometry (same formula, charge and spin), kJ/mol: 1317.6
Net charge: 0
Max |F|, eV/A: 12.52
E, eV: -61528.6798

Which of these has the highest max |F|? C25H72N8O11